Record 1
180
Properties=species:S:1:pos:R:3:forces:R:3:lowdin_charge:R:1 method="wB97M-V/def2-TZVPD" total_charge=0 relative_energy_kj_mol=513.12 e_homo_ev=-9.253 lumo_ha=-0.0014 orbital_gap_ev=9.21 largest_force_ev_per_a=3.7 spin_multiplicity=1 energy_ha=-5816.68418 molar_mass_g_mol=1340.68
C -7.1238 -3.2279 11.0436 1.73 -1.54 -1.25 0.023
C -6.3537 -4.2606 10.4738 -0.96 2.68 1.45 -0.068
C -5.7120 -4.2245 9.0389 -1.49 -2.18 -2.09 -0.385
O -6.0957 -5.0921 8.2164 1.14 2.28 2.68 0.045
O -4.7534 -3.2923 8.5841 -0.70 -1.83 1.48 -0.078
C -3.4989 -4.0028 8.2697 1.62 0.53 -0.80 -0.164
C -3.0132 -3.6749 6.7627 -0.12 0.72 0.92 -0.190
C -1.7726 -4.5773 6.3241 -0.89 -0.29 0.79 -0.199
C -1.3639 -4.4462 4.7824 0.30 -0.75 0.56 -0.188
C 0.2124 -4.1899 4.6749 -0.05 -0.60 -0.98 -0.198
C 0.6566 -3.4416 3.3131 0.90 -0.25 1.49 -0.151
C -0.0500 -2.0214 3.1190 -1.58 -0.50 1.06 -0.322
O 0.7150 -1.0452 2.3939 -0.05 -1.27 -0.59 -0.105
C 1.2511 -1.5437 1.1638 0.38 0.42 -2.22 -0.215
C 0.2292 -2.3145 0.2199 -0.14 -0.99 0.71 -0.115
O -0.8946 -1.4535 -0.1481 2.20 -0.13 0.70 -0.161
O -1.4749 -2.1119 -1.2166 -0.84 -0.59 -1.79 -0.051
C 1.7328 -0.2267 0.3530 -0.72 1.09 1.57 -0.239
C 3.1048 0.3870 0.9283 -0.56 1.10 -0.33 -0.092
C 2.7554 1.6397 1.8917 -0.02 -0.04 0.18 -0.221
C 2.5419 3.0028 1.0888 1.06 0.41 0.39 -0.518
Cl 0.7795 3.6036 1.1642 1.13 -0.59 -0.08 0.547
O 1.7172 -0.4084 -1.0759 0.40 0.57 0.49 -0.115
C 1.5015 0.8256 -1.7781 -0.51 0.87 -1.37 -0.273
C 2.7036 1.1651 -2.8097 -0.93 1.16 1.11 -0.051
C 2.4004 2.6238 -3.4249 1.33 -0.68 -2.47 -0.205
O 2.7701 2.9166 -4.5754 -1.11 -0.64 3.08 -0.001
C 0.0864 0.8015 -2.5596 0.82 1.09 0.44 -0.134
O 0.2654 0.2177 -3.8672 -1.32 0.54 0.80 -0.174
C -0.9349 0.4119 -4.6504 -0.49 -0.32 -1.19 -0.156
C -0.7425 1.4618 -5.8354 -0.61 0.84 0.21 -0.176
O -1.2692 0.9193 -7.0721 1.02 1.01 0.52 -0.197
C -0.9285 1.7652 -8.1991 -0.31 0.12 -1.62 -0.257
C -2.2333 2.3840 -8.9103 0.06 -0.19 -0.20 -0.088
C -0.4137 -1.3007 4.5177 2.59 -0.23 0.34 -0.495
Cl -2.1766 -0.8481 4.7793 2.29 -0.39 -0.33 0.646
C 0.5751 -1.0037 5.4633 -2.65 0.61 -0.18 -0.578
C 0.2339 -0.2412 6.8426 1.45 -0.38 -1.40 -0.107
Cl 2.3499 -1.3936 5.2305 -2.31 0.64 0.27 0.695
H -7.5721 -3.3533 12.0744 0.53 0.00 -1.57 0.075
H -7.3130 -2.2417 10.5143 0.34 -1.43 0.68 0.074
H -6.2452 -5.2002 11.1160 -0.01 1.25 -1.51 0.125
H -2.7262 -3.5510 8.9909 -1.06 -0.85 -1.00 0.138
H -3.5676 -5.1210 8.4394 -0.20 1.38 -0.21 0.129
H -3.9096 -3.7253 6.0582 1.21 -0.24 0.85 0.122
H -2.6836 -2.5750 6.8047 -0.49 -1.57 -0.27 0.073
H -2.0583 -5.6632 6.5745 0.48 1.46 -0.48 0.116
H -0.9139 -4.3225 7.0456 -1.05 -0.31 -1.27 0.118
H -2.0120 -3.6830 4.2490 0.93 -0.70 0.77 0.086
H -1.5883 -5.4582 4.2859 0.27 1.54 0.59 0.118
H 0.6109 -3.6912 5.6109 -0.52 -0.38 -1.29 0.083
H 0.7077 -5.2247 4.6211 -0.59 1.47 0.22 0.123
H 1.7943 -3.2931 3.3955 -1.69 -0.20 -0.31 0.091
H 0.4745 -4.1880 2.4774 0.03 1.25 0.77 0.115
H -1.0633 -2.2353 2.6140 1.45 0.61 0.51 0.140
H 2.1767 -2.2039 1.3189 -1.37 0.62 0.12 0.137
H -0.2471 -3.2429 0.7010 0.88 1.30 -0.48 0.127
H 0.7678 -2.7175 -0.7129 -0.65 0.99 1.27 0.144
H -0.9282 -1.9044 -2.0176 -0.26 0.10 0.91 0.109
H 0.9251 0.5608 0.5893 1.02 -1.22 -0.25 0.149
H 3.7678 -0.3683 1.4548 -0.90 0.79 -0.64 0.114
H 3.6768 0.8433 0.0424 -0.62 -0.90 1.24 0.108
H 1.7979 1.4584 2.4930 1.44 -0.01 -0.79 0.100
H 3.6044 1.7968 2.6464 -1.17 -0.20 -1.14 0.117
H 2.8788 2.9563 0.0004 -0.70 0.01 1.46 0.062
H 3.1485 3.8562 1.5523 -1.02 -1.37 -0.73 0.059
H 1.4371 1.7459 -1.0956 0.06 -1.55 -0.50 0.118
H 2.8301 0.3816 -3.6153 -0.11 1.15 0.94 0.129
H 3.6507 1.3177 -2.1744 -1.22 -0.43 -1.01 0.123
H 1.8784 3.4288 -2.8000 0.50 -1.03 -0.32 0.132
H -0.2370 1.9026 -2.6890 0.46 -1.41 0.18 0.124
H -0.7416 0.3118 -1.9488 1.19 0.37 -0.67 0.131
H -1.8095 0.7608 -4.0127 1.14 -0.55 -0.59 0.130
H -1.2118 -0.5986 -5.1121 0.36 1.43 0.52 0.140
H -1.3720 2.3993 -5.6096 0.90 -1.10 -0.10 0.128
H 0.3323 1.8313 -5.9634 -1.21 -0.89 0.32 0.126
H -0.2004 2.6088 -7.9306 -1.03 -1.23 -0.17 0.123
H -0.4064 1.0855 -8.9635 -0.67 1.12 1.08 0.116
H -1.9508 3.0634 -9.7885 -0.16 -1.05 1.40 0.042
H -2.8709 2.9870 -8.1871 0.81 -0.81 -0.79 0.074
H -2.8857 1.5589 -9.3733 0.96 1.09 0.90 0.082
H 1.1573 0.4001 7.0568 -1.41 -0.87 -0.05 0.075
H -0.6666 0.4290 6.6934 1.04 -1.05 0.31 0.062
H 0.1166 -1.0257 7.6514 -0.03 1.10 -0.85 0.085
C 0.7777 2.0499 -11.9536 -0.15 0.20 0.20 -0.681
O 0.1684 2.6147 -11.0577 0.07 -0.01 -0.09 0.016
N 2.0888 2.2889 -12.2098 0.59 0.27 0.11 0.152
N 0.1955 1.1350 -12.7696 -0.50 -0.40 -0.20 0.154
H 2.6071 1.8364 -12.9399 -0.07 0.02 0.04 0.094
H 2.5550 2.9620 -11.6249 -0.07 -0.10 -0.10 0.108
H -0.7770 0.9315 -12.6101 0.15 0.04 -0.04 0.108
H 0.6771 0.6602 -13.5106 -0.01 0.06 0.06 0.094
C 5.6917 -3.7449 5.7102 -0.91 0.60 0.24 -0.686
O 5.3219 -3.5036 6.8492 0.22 -0.21 -0.08 0.027
N 6.8298 -4.4471 5.4432 0.84 -0.49 0.30 0.122
N 5.0080 -3.3388 4.6143 0.09 0.03 -0.01 0.164
H 7.1527 -4.6571 4.5163 -0.07 0.05 0.03 0.094
H 7.3696 -4.7682 6.2354 0.12 0.18 -0.05 0.095
H 4.1618 -2.8173 4.7699 0.17 -0.22 -0.10 -0.002
H 5.2968 -3.5284 3.6673 -0.28 0.11 -0.04 0.045
C -6.7276 0.0339 6.0369 -0.24 0.41 -0.10 -0.699
O -7.2878 1.0676 5.7072 0.08 -0.15 0.05 0.022
N -5.5565 -0.3735 5.4838 0.61 -0.01 -0.42 0.148
N -7.2268 -0.7996 6.9860 -0.42 -0.28 0.52 0.154
H -5.0806 -1.2194 5.7413 -0.06 0.03 0.04 0.067
H -5.1539 0.2177 4.7757 -0.08 -0.08 0.10 0.093
H -8.0941 -0.5327 7.4200 0.13 -0.04 -0.09 0.105
H -6.7814 -1.6535 7.2711 0.04 0.05 -0.05 0.081
C 5.0436 -3.5760 0.7071 -0.11 0.06 -0.13 -0.657
O 4.6710 -3.3326 1.8504 0.06 -0.02 -0.23 0.005
N 6.1748 -4.2757 0.4401 0.48 -0.26 0.27 0.161
N 4.3581 -3.1670 -0.3879 -0.41 0.22 -0.03 0.182
H 6.4964 -4.4852 -0.4871 -0.05 0.02 0.06 0.101
H 6.7121 -4.5973 1.2267 -0.05 0.01 -0.19 0.102
H 3.5124 -2.6436 -0.2323 0.11 0.01 -0.15 0.080
H 4.6464 -3.3559 -1.3303 -0.01 0.01 0.07 0.106
C -2.7779 6.4522 -11.3737 -0.04 -0.04 0.37 -0.703
O -2.7260 5.9605 -12.4981 -0.15 -0.07 -0.11 -0.009
N -3.5172 7.5516 -11.0926 0.07 0.67 -0.44 0.154
N -2.1012 5.9382 -10.3206 0.37 -0.44 0.03 0.182
H -3.5745 7.9690 -10.1819 -0.05 -0.12 -0.02 0.108
H -4.0356 7.9614 -11.8509 -0.10 -0.16 0.20 0.112
H -1.5393 5.1195 -10.4913 -0.01 0.12 0.03 0.089
H -2.1303 6.3248 -9.3952 -0.04 0.02 -0.09 0.105
C 10.3000 -3.8174 6.6327 -0.19 -0.12 0.28 -0.695
O 9.5889 -4.3049 7.4988 0.01 -0.05 -0.19 0.022
N 11.6557 -3.8658 6.6855 0.60 -0.17 0.27 0.148
N 9.7937 -3.1862 5.5431 -0.47 0.22 -0.51 0.150
H 12.2568 -3.4722 5.9854 -0.07 -0.01 0.05 0.093
H 12.0674 -4.3266 7.4796 -0.06 0.08 -0.13 0.107
H 8.7892 -3.1313 5.4718 0.13 0.07 0.05 0.075
H 10.3570 -2.7795 4.8193 0.01 -0.01 0.11 0.095
C -9.6465 -6.1924 10.0419 0.26 0.16 0.11 -0.688
O -9.2575 -5.4436 10.9270 -0.19 -0.18 0.00 0.009
N -10.9218 -6.6578 9.9858 -0.71 -0.07 0.23 0.144
N -8.8391 -6.6223 9.0398 0.53 -0.04 -0.12 0.165
H -11.2615 -7.2720 9.2690 0.06 0.05 0.03 0.092
H -11.5509 -6.3603 10.7123 0.10 -0.05 -0.13 0.103
H -7.8835 -6.2970 9.0445 -0.09 0.04 -0.20 0.069
H -9.1398 -7.2357 8.3052 -0.01 0.06 0.06 0.096
C -0.7384 10.5185 -11.1493 0.10 -0.33 0.24 -0.702
O -0.2894 9.8607 -10.2229 -0.08 0.12 -0.07 0.016
N -1.5332 9.9823 -12.1096 -0.29 -0.41 -0.29 0.153
N -0.4808 11.8443 -11.2979 0.28 0.67 0.17 0.143
H -1.9122 10.5048 -12.8776 0.07 -0.01 0.05 0.095
H -1.7469 9.0004 -12.0329 -0.02 0.12 -0.01 0.078
H 0.1054 12.2779 -10.6046 -0.10 -0.07 -0.12 0.104
H -0.8392 12.4025 -12.0504 0.02 -0.07 0.04 0.091
C 5.0149 6.0481 0.1239 -0.03 -0.21 -0.04 -0.683
O 4.8007 4.8436 0.1274 0.05 0.10 -0.01 0.007
N 5.2404 6.7467 -1.0169 0.08 0.02 -0.62 0.153
N 5.0455 6.7889 1.2603 -0.02 0.04 0.62 0.155
H 5.4177 7.7339 -1.0420 -0.03 -0.07 0.03 0.097
H 5.2255 6.2312 -1.8811 0.00 0.10 0.12 0.108
H 4.8826 6.3056 2.1276 0.03 0.11 -0.12 0.107
H 5.2192 7.7768 1.2789 -0.03 -0.07 -0.03 0.097
C -6.2500 4.9205 -11.4033 0.33 0.11 0.07 -0.694
O -5.8566 5.6643 -10.5157 -0.17 -0.10 -0.02 0.010
N -7.5235 4.4466 -11.4490 -0.76 -0.06 0.26 0.142
N -5.4517 4.5047 -12.4171 0.44 -0.03 -0.17 0.166
H -7.8671 3.8362 -12.1670 0.07 0.05 0.04 0.090
H -8.1463 4.7336 -10.7130 0.10 -0.06 -0.12 0.102
H -4.4969 4.8359 -12.4180 0.07 0.05 -0.16 0.065
H -5.7564 3.8956 -13.1535 -0.04 0.05 0.09 0.094
C -2.3052 5.2871 -1.1714 -0.13 0.08 0.45 -0.700
O -2.6952 5.5666 -0.0492 0.06 -0.03 -0.19 0.025
N -1.1691 4.5778 -1.3958 0.53 -0.37 0.16 0.143
N -2.9742 5.6615 -2.2934 -0.52 0.31 -0.43 0.144
H -0.8319 4.3382 -2.3100 -0.08 0.08 0.03 0.077
H -0.6437 4.2812 -0.5861 -0.06 0.06 -0.25 -0.014
H -3.8216 6.1890 -2.1673 0.13 -0.09 -0.02 0.105
H -2.6712 5.4423 -3.2244 0.00 0.00 0.08 0.089
C 5.9849 -8.6616 5.2477 -0.02 -0.39 -0.36 -0.701
O 5.9488 -9.6106 4.4783 0.01 0.10 0.09 0.014
N 5.7955 -8.7957 6.5850 -0.11 -0.29 0.59 0.150
N 6.2175 -7.3902 4.8323 0.15 0.41 -0.27 0.150
H 5.8211 -8.0295 7.2331 0.00 -0.02 -0.08 0.097
H 5.6201 -9.7233 6.9323 0.03 0.15 -0.06 0.105
H 6.3626 -7.2504 3.8471 -0.08 -0.08 0.16 0.099
H 6.2513 -6.5961 5.4484 -0.09 -0.05 -0.11 0.057


Record 2
24
Properties=species:S:1:pos:R:3:forces:R:3:lowdin_charge:R:1 method="wB97M-V/def2-TZVPD" total_charge=0 relative_energy_kj_mol=69.45 e_homo_ev=-10.070 lumo_ha=0.0227 orbital_gap_ev=10.69 largest_force_ev_per_a=2.0 smiles=C[C@H](O)C(O)(O)C(C)(C)O spin_multiplicity=1 energy_ha=-537.98260 molar_mass_g_mol=150.17
C 0.5778 -2.0464 1.0659 -0.31 -0.18 -0.34 -0.020
C -0.3679 -1.5373 -0.0053 -0.08 -0.47 -1.00 -0.294
O -0.5361 -2.4902 -1.1223 0.28 0.14 0.95 -0.048
C 0.0734 -0.2379 -0.7193 -0.05 0.26 1.07 -0.532
O -0.7779 -0.0490 -1.7906 -0.37 -1.41 -0.75 0.025
O 1.3925 -0.4362 -1.1990 0.03 0.10 -0.08 0.038
C 0.0265 1.0502 0.1895 -0.36 0.01 -1.06 -0.518
C -1.3125 1.1816 0.9104 0.37 -0.16 -0.05 -0.007
C 0.2578 2.2600 -0.7200 0.01 -0.24 0.12 -0.009
O 1.1108 0.9310 1.1025 0.15 -0.12 0.27 -0.016
H 1.5472 -2.2740 0.6261 0.09 0.01 0.02 0.087
H 0.7131 -1.2969 1.8389 0.01 0.04 0.06 0.076
H 0.1717 -2.9549 1.5058 0.01 -0.06 0.03 0.085
H -1.3858 -1.4277 0.3726 0.11 0.07 0.02 0.146
H 0.3428 -2.6105 -1.5104 0.01 -0.03 0.13 0.100
H -0.9642 -0.9972 -2.1205 0.26 1.83 0.65 0.139
H 1.9895 -0.0722 -0.5329 0.09 -0.04 0.03 0.099
H -1.4015 2.1757 1.3472 -0.03 0.06 0.04 0.087
H -1.3955 0.4449 1.7060 -0.05 -0.07 0.07 0.086
H -2.1178 1.0370 0.1979 -0.16 0.03 -0.05 0.096
H -0.5180 2.2999 -1.4774 -0.07 0.13 -0.05 0.091
H 0.2452 3.1744 -0.1286 -0.03 0.10 0.05 0.087
H 1.2205 2.1746 -1.2190 0.04 0.01 -0.03 0.091
H 1.1084 1.7012 1.6825 0.05 -0.03 -0.11 0.112


Record 3
11
Properties=species:S:1:pos:R:3:forces:R:3:lowdin_charge:R:1 method="wB97M-V/def2-TZVPD" total_charge=0 relative_energy_kj_mol=342.78 e_homo_ev=-8.701 lumo_ha=0.0170 orbital_gap_ev=9.16 largest_force_ev_per_a=3.6 smiles="S/N=C1/NOCS1" spin_multiplicity=1 energy_ha=-1059.61271 molar_mass_g_mol=136.20
S -3.0860 -0.1119 -0.1584 -0.10 -1.16 0.14 0.717
N -1.7955 0.9163 -0.1058 0.18 1.13 0.20 -0.430
C -0.6255 0.5018 -0.0884 1.67 -0.34 -0.17 -0.669
N 0.6239 1.3296 0.0922 -1.77 -2.24 -0.05 0.007
O 1.6432 0.5634 -0.5709 0.23 -1.76 1.27 -0.209
C 1.4728 -0.7251 0.1436 2.53 -0.66 0.77 -0.488
S -0.1814 -1.2614 -0.2629 0.21 0.94 -0.07 0.897
H -2.3943 -1.3065 0.0945 -0.83 0.85 -0.15 -0.175
H 0.5531 2.1906 -0.4107 -0.15 0.53 -0.55 0.118
H 1.4536 -0.4969 1.2389 0.27 -0.01 -0.89 0.080
H 2.3362 -1.5999 0.0277 -2.23 2.72 -0.49 0.152


Record 4
21
Properties=species:S:1:pos:R:3:forces:R:3:lowdin_charge:R:1 method="wB97M-V/def2-TZVPD" total_charge=0 relative_energy_kj_mol=172.99 e_homo_ev=-9.152 lumo_ha=-0.0029 orbital_gap_ev=9.07 largest_force_ev_per_a=4.6 spin_multiplicity=1 energy_ha=-668.42044 molar_mass_g_mol=122.24
C 0.9540 2.4792 1.0213 -0.14 -0.30 -0.17 -0.124
C 1.9993 1.4197 0.6910 1.49 1.55 -0.11 -0.412
N 2.2076 1.3695 -0.7731 -0.89 -0.38 0.74 -0.020
H 0.8729 2.6150 2.1009 -0.20 -0.04 -0.04 0.071
H 1.2370 3.4251 0.5644 0.08 0.02 0.00 0.070
H -0.0241 2.2201 0.5911 0.02 0.01 0.24 0.055
H 2.9570 1.8117 1.0675 -0.24 -0.31 0.32 0.108
H 1.7944 0.4683 1.1938 0.17 0.12 -0.17 0.031
H 0.1429 0.1104 0.2399 0.68 -4.30 0.08 0.057
H 1.5034 0.7049 -1.0765 0.28 -0.06 -0.75 0.001
H 3.1146 0.9845 -0.9972 -0.02 -0.21 0.03 0.061
C -2.1318 -2.2902 -0.3795 -0.62 0.58 -0.49 -0.378
C -0.8371 -1.8954 -1.0848 0.45 -0.80 1.09 -0.567
S 0.5090 -1.6043 0.1712 -1.52 4.30 -0.70 0.646
N -2.8910 -1.1326 0.1300 0.39 -0.09 0.03 -0.017
H -1.9403 -2.9515 0.4617 0.05 -0.23 -0.15 0.092
H -2.7618 -2.8090 -1.1232 0.11 0.04 0.33 0.104
H -0.9753 -1.0024 -1.6817 0.09 0.06 -0.16 0.057
H -0.4959 -2.7101 -1.7243 0.10 0.06 -0.03 0.059
H -2.6632 -0.3336 -0.4534 -0.28 0.07 0.01 0.051
H -2.5716 -0.8793 1.0608 0.00 -0.11 -0.10 0.056